1.
{
  "formula": "C4H8N2O2",
  "method": "ωB97M-V/def2-TZVPD",
  "symbols": ["O", "O", "N", "N", "C", "C", "C", "C", "H", "H", "H", "H", "H", "H", "H", "H"],
  "coordinates": [[1.339103, 2.286522, -0.816788], [-1.696812, -0.734106, -1.162687], [0.575275, 1.076412, -0.841406], [1.528665, -0.822929, 0.529472], [-0.854030, -0.539361, -0.131362], [-1.440451, -0.019373, 1.137534], [1.414382, -0.003865, -0.701441], [0.408569, -1.185093, -0.300987], [1.229410, -0.283876, 1.338736], [0.481262, -2.079289, -0.905244], [2.007671, 2.224769, -0.117541], [-0.709234, 0.020271, 1.941376], [2.294971, -0.080621, -1.341785], [-1.836195, 0.988012, 0.989124], [-2.479878, -0.176250, -1.074940], [-2.262707, -0.671223, 1.457938]],
  "forces_ev_per_a": [[0.008, -0.240, 0.169], [0.505, 0.237, 0.359], [-0.477, -0.032, -0.051], [-0.099, 0.189, 0.041], [0.030, 0.336, -0.173], [-0.055, 0.006, -0.035], [-0.316, -0.574, 0.168], [0.498, 0.295, -0.462], [-0.035, -0.045, -0.067], [-0.053, -0.056, 0.099], [-0.133, -0.032, -0.041], [0.007, 0.028, -0.062], [0.016, -0.043, 0.038], [0.036, -0.049, 0.000], [0.020, -0.024, 0.069], [0.050, 0.004, -0.051]],
  "homo_ev": [-7.540, -7.323],
  "relative_energy_kcal_mol": 153.9,
  "energy_ha": -417.0107,
  "e_lumo_ha": [0.0141, 0.0101]
}

2.
{
  "formula": "C27H46F9N13O5",
  "method": "ωB97M-V/def2-TZVPD",
  "symbols": ["F", "F", "F", "F", "F", "F", "F", "F", "F", "O", "O", "O", "O", "O", "N", "N", "N", "N", "N", "N", "N", "N", "N", "N", "N", "N", "N", "C", "C", "C", "C", "C", "C", "C", "C", "C", "C", "C", "C", "C", "C", "C", "C", "C", "C", "C", "C", "C", "C", "C", "C", "C", "C", "C", "H", "H", "H", "H", "H", "H", "H", "H", "H", "H", "H", "H", "H", "H", "H", "H", "H", "H", "H", "H", "H", "H", "H", "H", "H", "H", "H", "H", "H", "H", "H", "H", "H", "H", "H", "H", "H", "H", "H", "H", "H", "H", "H", "H", "H", "H"],
  "coordinates": [[-3.767774, 1.340790, -0.452097], [-1.992266, 3.205303, 0.166694], [-0.676417, 2.934056, 1.865638], [5.540595, 2.193094, -0.530996], [-2.469621, 1.675078, 1.797415], [6.072977, 4.325418, -0.249176], [2.839720, 3.378820, 0.721491], [4.220936, 3.783070, -1.329458], [4.354531, 4.801587, 1.588575], [-5.147995, 3.798101, 5.981011], [-0.818833, 0.047401, -4.970853], [2.204705, -6.758259, -2.274058], [-7.524797, -2.393003, 2.728846], [-6.599326, 5.315635, -0.438398], [-4.837405, 4.916094, 0.927447], [2.622054, -4.021491, -1.344179], [-4.748499, 1.819836, 4.948862], [-8.490583, -0.947321, 4.180272], [-2.247244, -0.513319, -6.638963], [-6.340882, -0.602001, 3.451688], [2.309759, -1.314273, 0.187090], [2.987737, -6.933425, -4.391730], [-6.641036, 6.120824, 1.678986], [-3.743836, 3.740866, 4.205465], [0.772310, -7.318531, -3.935619], [1.097474, 0.902581, 1.825913], [-0.030095, -0.129142, -7.085976], [-4.585059, 3.165155, 5.105484], [0.512421, 0.436734, 0.659675], [0.440639, -1.105711, -1.360648], [7.261271, -2.294915, -0.642910], [-0.809270, -0.529819, -1.766986], [-1.465054, 2.231262, 0.996759], [5.059928, -2.013234, 0.599509], [3.517812, 2.328982, 3.262921], [4.226741, -1.375657, 1.771093], [1.130301, -0.642233, -0.103599], [2.979972, 0.856232, 3.434474], [-7.456740, -1.383492, 3.406971], [-6.061901, 5.441849, 0.648304], [4.632161, 2.490664, 2.152052], [5.031839, 3.434464, -0.283586], [6.590990, -1.543286, 0.591697], [1.088003, -2.240042, -2.245403], [-1.448137, 0.563667, -0.956490], [2.265620, 0.319652, 2.142373], [4.177189, 3.519067, 1.056756], [-1.018935, -0.183093, -6.153046], [-3.538865, 0.164766, -2.520865], [-0.782327, 1.074968, 0.241274], [2.838410, -0.773312, 1.304712], [-2.814633, 1.079440, -1.488460], [2.001742, -6.988082, -3.455006], [1.200059, -3.632717, -1.490792], [-0.171814, -0.314234, -8.061260], [-6.265136, 0.232790, 4.003615], [0.019079, -7.368696, -3.271827], [0.890941, 0.112103, -6.763790], [2.628852, -5.050691, -1.322901], [-7.546027, 6.523266, 1.510868], [4.835413, 1.489964, 1.699884], [4.853104, -0.536675, 2.195933], [3.152123, -3.766668, -2.180569], [7.981271, -1.658971, -1.212755], [0.446430, -2.303394, -3.172283], [-2.626785, 2.068207, -1.997177], [3.994082, 2.634915, 4.239975], [-2.942725, 0.173378, -3.481008], [-3.271344, 3.233224, 3.477424], [-9.331127, -1.497667, 4.173416], [-3.003621, -0.562796, -5.978963], [-5.556614, -0.891573, 2.893305], [4.674845, -1.806652, -0.425277], [-4.293311, 1.281201, 4.234091], [2.842727, -7.118635, -5.366511], [3.726788, 0.139022, 3.852604], [2.084644, -1.857232, -2.612434], [0.583698, -7.511198, -4.901435], [4.010836, -2.060756, 2.629862], [6.549775, -0.445778, 0.328858], [-3.595074, 4.731433, 4.285357], [5.571884, 2.911062, 2.609159], [3.909916, -6.692535, -4.072772], [-3.565328, -0.907456, -2.175204], [-5.362302, 1.355686, 5.595317], [7.103249, -1.747095, 1.562599], [-2.431879, -0.705750, -7.605671], [5.107210, -3.123040, 0.804752], [-4.377996, 4.406641, 0.191911], [-8.455236, -0.119381, 4.745142], [2.156354, 0.918982, 4.206011], [7.714148, -3.275223, -0.325397], [2.629504, 2.997596, 3.135573], [-4.379310, 5.008868, 1.814253], [0.772177, -3.491250, -0.466124], [-4.584145, 0.488073, -2.738426], [6.440429, -2.573965, -1.365747], [-6.216767, 6.235832, 2.580474], [-1.244661, -0.934138, -2.705189], [0.621355, -4.389893, -2.087814]],
  "forces_ev_per_a": [[1.065, -0.354, -0.630], [0.299, -1.482, 1.039], [-0.714, -0.799, -0.964], [-0.620, 1.309, 0.376], [0.735, 1.175, -0.827], [-1.125, -1.274, 0.005], [1.655, 0.142, 0.380], [1.144, -0.480, 0.941], [-0.487, -1.333, -0.842], [-0.016, -0.065, -0.053], [-0.058, -0.068, 0.005], [-0.040, -0.224, -0.082], [0.002, 0.044, 0.042], [0.003, 0.026, 0.044], [0.373, -0.183, -0.177], [-0.482, -0.685, -0.153], [-0.284, -0.491, 0.011], [-0.381, -0.007, 0.211], [-0.384, -0.099, 0.086], [0.447, 0.081, 0.018], [-1.075, 3.434, 2.731], [0.413, 0.105, -0.098], [-0.308, 0.265, 0.205], [0.238, 0.365, -0.396], [-0.420, -0.047, 0.074], [1.577, -1.599, -0.728], [0.422, 0.038, -0.088], [-0.112, 0.216, 0.150], [-0.584, 0.342, 0.018], [-0.935, 0.852, 0.166], [-0.559, -0.233, 0.274], [1.741, 0.345, 2.153], [0.352, -0.048, 0.837], [1.256, -0.781, 1.263], [0.452, -0.194, 0.819], [-0.384, 1.142, -0.635], [-2.038, -0.450, -2.397], [-1.174, 0.082, -0.044], [-0.020, -0.198, -0.150], [-0.045, -0.055, -0.157], [-0.791, 0.402, -0.048], [-0.243, 0.897, -0.746], [-1.182, -0.070, -1.520], [-0.632, 1.012, 0.238], [1.309, -0.889, 0.794], [-0.512, -0.199, -0.726], [0.349, -0.279, 0.821], [0.008, 0.031, 0.045], [0.774, -0.726, -0.281], [0.015, -1.597, -2.683], [1.515, -0.618, 0.407], [-0.575, 0.612, -0.751], [-0.003, -0.021, 0.055], [0.353, 0.994, -0.582], [-0.029, 0.019, 0.053], [-0.140, -0.005, -0.192], [0.078, -0.006, -0.066], [-0.100, -0.007, -0.033], [0.243, 0.631, 0.015], [0.096, -0.053, 0.015], [-0.039, 0.972, 0.160], [-0.732, -0.831, -0.334], [-0.334, -0.058, 0.221], [-0.339, -0.627, 0.674], [0.595, -0.092, 0.983], [-0.220, -0.838, 0.633], [-0.620, -0.365, -0.910], [-0.642, 0.081, 0.955], [0.008, -0.058, 0.058], [0.092, 0.058, -0.010], [0.055, 0.012, -0.093], [-0.117, 0.029, -0.001], [-0.132, -0.280, 1.046], [0.119, 0.099, 0.046], [-0.023, -0.002, 0.057], [-0.460, 0.700, -0.597], [-0.810, -0.571, 0.600], [0.041, 0.010, 0.044], [0.341, 0.300, -0.793], [0.396, -0.930, 0.669], [0.062, -0.123, 0.123], [-0.872, -0.533, -0.644], [-0.091, -0.043, -0.034], [-0.052, 1.075, -0.183], [0.205, 0.082, 0.094], [-0.365, 0.337, -0.806], [0.029, 0.029, 0.042], [-0.375, 1.017, -0.736], [-0.033, -0.004, 0.109], [0.012, -0.018, -0.063], [0.832, -0.085, -0.755], [-0.186, 1.073, -0.326], [0.883, -0.526, -0.232], [-0.094, -0.036, -0.012], [0.154, -0.400, -0.896], [0.931, 0.049, 0.398], [0.830, 0.345, 0.647], [-0.013, -0.057, -0.038], [0.191, 0.694, 0.934], [0.309, 0.571, 0.728]],
  "homo_ev": -8.603,
  "energy_ha": -3043.4133,
  "e_lumo_ha": -0.0177
}

3.
{
  "formula": "C4H12",
  "method": "ωB97M-V/def2-TZVPD",
  "symbols": ["C", "C", "C", "C", "H", "H", "H", "H", "H", "H", "H", "H", "H", "H", "H", "H"],
  "coordinates": [[0.398557, -1.741696, 1.020601], [-0.505418, 1.906294, -0.868731], [0.580854, 2.172557, 0.171669], [-0.378718, -2.422119, -0.241556], [-1.475219, 1.500882, -0.415220], [0.265072, -0.582879, 1.018664], [0.390493, 3.187724, 0.616955], [0.233238, -2.426015, -1.147237], [-1.015166, -1.703609, -0.741909], [-0.996748, -3.220828, 0.117919], [1.415309, -1.914502, 0.971476], [1.643250, 2.165871, -0.256634], [-0.930845, 2.893122, -1.348752], [0.656899, 1.330012, 0.804454], [0.069810, -2.249807, 1.942772], [-0.351369, 1.104993, -1.644471]],
  "forces_ev_per_a": [[-2.941, 0.997, -1.319], [-2.869, 0.464, -0.973], [1.230, 1.120, -1.823], [1.075, 2.836, 0.809], [1.308, 0.559, 0.067], [-0.049, -2.276, 0.345], [0.339, -1.369, 0.148], [0.729, -1.722, 0.473], [-1.117, 0.600, 0.872], [0.217, -0.865, -0.583], [2.217, -0.405, -0.332], [-1.477, 0.467, 0.095], [1.270, -1.894, 0.490], [-0.312, -0.357, 1.455], [-0.164, 0.734, -0.258], [0.541, 1.110, 0.535]],
  "homo_ev": -11.129,
  "relative_energy_kcal_mol": 32.1,
  "energy_ha": -159.5338,
  "e_lumo_ha": 0.0415
}

4.
{
  "formula": "CH3O3S",
  "method": "ωB97M-V/def2-TZVPD",
  "symbols": ["S", "O", "O", "O", "C", "H", "H", "H"],
  "coordinates": [[-0.447253, 1.385399, -2.059564], [-0.386703, -0.412952, -1.865649], [1.066290, 1.704500, -2.032697], [-1.093776, -1.260560, 1.917702], [-0.060747, -0.574536, 1.759150], [0.780683, -0.672731, 2.455543], [0.020658, 0.142127, 0.903655], [0.120848, -0.311247, -1.078140]],
  "forces_ev_per_a": [[0.572, -0.837, -0.109], [-0.802, 1.201, -0.898], [-0.433, 0.244, -0.008], [2.996, 1.914, -0.265], [-3.155, -1.565, -0.316], [0.118, 0.036, 0.053], [-0.028, -0.311, 0.535], [0.731, -0.683, 1.007]],
  "homo_ev": -1.769,
  "relative_energy_kcal_mol": 63.6,
  "total_charge": -1,
  "energy_ha": -663.7700,
  "e_lumo_ha": 0.1295
}